(1)
# C42H50BCaN13O10Se

C42H50BCaN13O10Se as an isolated structure (ωB97M-V/def2-TZVPD, the Open Molecules 2025 dataset).

Computed properties:
LUMO energy	-0.7	eV
HOMO	-0.2736	hartree

ORCA input file:
```
! RIJCOSX wB97M-V def2-TZVPD def2/J DEFGRID3
* xyz 0 1
Ca -0.6138 0.1494 -0.3983
C 0.9938 3.6213 -0.7261
C -0.2909 4.3427 -1.1013
C -0.4626 4.4144 -2.6228
C -1.5328 3.7541 -0.4890
C -2.7196 4.4724 -0.2811
C -3.5976 3.5510 0.2322
N -2.9685 2.3683 0.3184
N -1.6875 2.4790 -0.1262
B -3.6442 1.0706 0.7782
N -3.8404 0.0923 -0.4045
C -5.0061 -0.2466 -0.9814
C -4.7385 -1.0357 -2.0802
C -3.3372 -1.1283 -2.1179
N -2.8183 -0.4438 -1.1060
C -2.4271 -1.8422 -3.0751
C -2.6777 -1.4005 -4.5151
C -2.5452 -3.3585 -2.9228
N -2.8524 0.4472 1.9579
C -3.3129 0.2129 3.1960
C -2.2702 -0.2465 3.9731
C -1.1631 -0.2513 3.1078
N -1.5286 0.1616 1.9008
C 0.2596 -0.6393 3.4012
C 0.3390 -2.0469 3.9895
C 1.1505 -0.4975 2.1756
H 1.8308 4.0510 -1.2837
H 0.9261 2.5696 -1.0015
H 1.2111 3.7085 0.3375
H -0.2224 5.3635 -0.7113
H -0.5929 3.4099 -3.0331
H 0.4119 4.8701 -3.0928
H -1.3432 4.9960 -2.8970
H -2.8884 5.5191 -0.4667
H -4.6232 3.6377 0.5487
H -4.7442 1.3356 1.1888
H -5.9387 0.1057 -0.5736
H -5.4489 -1.4733 -2.7600
H -1.4082 -1.5449 -2.8073
H -3.6995 -1.6383 -4.8217
H -1.9928 -1.9128 -5.1926
H -2.5080 -0.3307 -4.6255
H -3.5468 -3.7034 -3.1916
H -2.3489 -3.6708 -1.8953
H -1.8328 -3.8630 -3.5794
H -4.3479 0.4000 3.4295
H -2.3026 -0.5362 5.0100
H 0.6300 0.0697 4.1531
H -0.0422 -2.7808 3.2763
H -0.2502 -2.1287 4.9041
H 1.3714 -2.3103 4.2274
H 0.8463 -1.1799 1.3775
H 2.1878 -0.7302 2.4243
H 1.1367 0.5400 1.8290
O 0.1681 0.7143 -4.5971
C 0.6241 1.0593 -3.5153
O 0.1394 0.8016 -2.3708
C 1.9325 1.8683 -3.5944
C 2.0642 2.6794 -4.7147
C 3.1917 3.4504 -4.8932
C 4.2611 3.3984 -4.0239
C 4.1532 2.5471 -2.9463
C 2.9856 1.8127 -2.6791
O 2.8656 1.0513 -1.5579
N 5.3699 2.3999 -2.1301
O 5.6339 1.2902 -1.7071
O 6.0247 3.3971 -1.9224
N 3.2849 4.3385 -6.0659
O 2.3329 4.3820 -6.8137
O 4.3062 4.9833 -6.1955
H 1.2579 2.6955 -5.4330
H 5.1555 3.9786 -4.1899
O -0.5776 -6.9409 2.4357
C -1.6084 -6.0239 2.7454
C -1.4811 -4.8047 1.8775
C -2.4470 -3.8071 1.9323
C -2.2717 -2.6640 1.1775
N -1.2288 -2.4738 0.3676
C -0.3429 -3.4621 0.2589
C -0.4120 -4.6280 1.0173
C 0.6921 -3.2722 -0.7964
C 1.3162 -4.3703 -1.3669
C 2.1913 -4.1938 -2.4316
C 2.8630 -5.3825 -3.0701
O 3.5139 -6.2122 -2.1227
C 2.4010 -2.9032 -2.8781
C 1.7395 -1.8591 -2.2478
N 0.9022 -2.0164 -1.2276
H -0.6387 -7.6920 3.0317
H -1.5527 -5.7082 3.7943
H -2.5966 -6.4699 2.5858
H -3.3186 -3.8990 2.5684
H -3.0051 -1.8690 1.2085
H 0.3479 -5.3903 0.9432
H 1.1061 -5.3676 -1.0070
H 3.5506 -5.0460 -3.8521
H 2.1092 -6.0137 -3.5432
H 4.1979 -5.6967 -1.6828
H 3.0618 -2.6889 -3.7079
H 1.8959 -0.8464 -2.5749
O 3.3918 1.0729 0.5262
N 3.3894 1.7818 -0.3659
C -1.1421 2.9772 5.7439
N 0.2821 2.7143 5.6580
C 1.1053 2.3176 6.6932
C 2.3387 2.1504 6.1772
N 2.2591 2.4480 4.8295
C 3.3549 2.3705 3.8842
C 0.9866 2.7875 4.5026
Se 0.3034 3.1914 2.8489
H -1.4442 2.8874 6.7848
H -1.6877 2.2651 5.1248
H -1.3523 3.9801 5.3765
H 0.7439 2.2047 7.6989
H 3.2636 1.8627 6.6424
H 4.2775 2.6573 4.3845
H 3.1445 3.0520 3.0636
H 3.4481 1.3597 3.4865
*
```

(2)
# C4H14N2O

A 3-piece molecular cluster, C4H14N2O overall (ωB97M-V/def2-TZVPD, the Open Molecules 2025 dataset).

Computed properties:
LUMO energy	-9.8	eV
HOMO	-0.6690	hartree

ORCA input file:
```
! RIJCOSX wB97M-V def2-TZVPD def2/J DEFGRID3
* xyz 2 1
C 0.3648 0.4731 0.6119
C 1.1936 0.0607 -0.6132
C -0.0171 -0.5841 -1.2206
C -0.5220 -0.4491 -2.5281
N -0.5282 -1.8621 -0.5610
N 1.5292 2.3504 1.2430
H 0.4999 0.1739 1.6794
H -0.4413 1.2317 0.5567
H 2.0855 -0.4119 -0.2843
H 1.4223 0.9581 -1.2022
H -1.5763 -0.6481 -2.7204
H 0.2892 0.0461 -3.1349
H 0.3241 -2.3970 -0.2701
H -1.1464 -1.6997 0.3301
H -1.0141 -2.4541 -1.3151
H 2.0982 2.8342 0.5309
H 2.1245 2.1761 2.0419
H 0.8961 2.9725 1.6087
H -2.1815 -0.8566 2.4538
H -3.1571 -1.1100 1.2625
O -2.2434 -0.8040 1.5309
*
```

Gap between HOMO and LUMO across the listed records, respectively: 6.759, 8.453 eV.